No. 1
Density functional theory data (ωB97M-V with the def2-TZVPD basis set) for a molecular structure, C16H44CrO6 at a distorted geometry.

Geometry as XYZ:
```
67
Properties=species:S:1:pos:R:3:mulliken_charge:R:1
Cr -0.193 0.297 -0.179 -0.10
C -1.485 1.350 -2.774 -0.92
O -1.288 0.378 -1.820 0.20
H -0.610 1.395 -3.406 0.34
H -1.710 2.294 -2.260 0.28
H -2.356 1.026 -3.403 0.42
H -1.854 -0.339 -2.182 0.30
C -1.140 -2.757 1.874 -1.87
C -0.476 -2.688 0.536 0.73
C -0.768 -3.858 -0.374 -1.22
O -0.758 -1.639 -0.072 0.14
H -0.772 -3.593 2.498 0.47
H -2.176 -3.085 1.831 0.44
H -1.149 -1.901 2.469 0.37
H 0.544 -2.652 0.724 -0.15
H -1.789 -3.832 -0.732 0.46
H -0.501 -4.795 0.151 0.46
H -0.087 -3.943 -1.213 0.28
H -1.629 -1.949 -0.363 0.01
C 0.629 -1.591 -3.270 -1.51
C 1.537 -1.243 -2.090 0.76
C 3.004 -1.203 -2.492 -1.52
O 1.277 -0.227 -1.431 0.08
H -0.426 -1.775 -2.919 0.08
H 1.016 -2.368 -3.849 0.66
H 0.562 -0.702 -3.885 0.30
H 1.586 -2.129 -1.361 -0.15
H 3.683 -1.117 -1.554 0.27
H 3.303 -0.423 -3.131 0.55
H 3.241 -2.171 -2.967 0.44
H 1.723 0.535 -1.882 0.30
C 3.061 0.456 2.436 -1.65
C 2.408 -0.180 1.265 0.59
C 2.768 -1.679 1.371 -1.65
O 1.177 -0.046 1.294 0.26
H 2.775 1.486 2.560 0.34
H 4.151 0.468 2.347 0.42
H 2.753 -0.080 3.309 0.54
H 2.823 0.216 0.371 0.32
H 2.401 -2.237 2.226 0.35
H 3.829 -1.700 1.483 0.66
H 2.651 -2.196 0.405 0.30
H 0.935 -0.130 2.257 0.36
C -0.854 3.830 0.860 -1.42
C 0.427 3.263 0.277 0.94
C 1.441 3.437 1.363 -1.89
O 0.479 2.162 -0.270 0.07
H -0.746 4.771 1.377 0.52
H -1.204 3.244 1.667 0.34
H -1.681 4.027 0.160 0.30
H 0.782 3.904 -0.494 0.09
H 2.411 3.029 1.273 0.35
H 1.020 3.078 2.341 0.34
H 1.611 4.460 1.496 0.76
H 1.242 2.301 -0.903 0.33
C -3.377 1.647 -0.108 -1.33
C -2.835 0.935 1.081 0.75
C -3.485 -0.425 1.109 -1.49
O -1.555 0.821 1.098 -0.20
H -3.549 0.996 -0.990 0.30
H -2.938 2.555 -0.426 0.09
H -4.374 1.977 0.156 0.60
H -3.166 1.412 1.980 0.34
H -4.576 -0.282 1.121 0.53
H -3.169 -1.040 1.943 0.33
H -3.344 -0.876 0.132 0.27
H -1.263 1.109 1.979 0.33
```

Computed properties:
HOMO level (spin up / spin down) ... -20.24 / -20.22 eV
Frontier orbital gap (spin up / spin down) ... 0.3114 / 0.3251 Ha
Net charge ... +3
<S²> ... 3.7665
2S+1 ... 4

---

No. 2
Density functional theory data (ωB97M-V with the def2-TZVPD basis set) for 12 unconnected molecules or ions with the total composition C16H45N12O25PS.

Geometry as XYZ:
```
100
Properties=species:S:1:pos:R:3:mulliken_charge:R:1
C -9.062 3.553 -7.638 -1.00
C -8.338 2.244 -7.656 0.67
O -7.454 1.936 -8.394 -0.51
O -8.798 1.391 -6.680 -0.25
C -7.847 0.619 -5.998 0.11
O -7.881 -0.562 -6.052 -0.54
C -6.852 1.452 -5.247 -0.26
P -7.457 2.275 -3.708 0.42
S -9.347 1.046 -3.446 -0.52
C -5.913 3.403 -3.561 -0.92
N -4.692 2.960 -4.241 -0.41
H -9.045 3.992 -8.630 0.33
H -8.535 4.219 -6.951 0.22
H -10.081 3.435 -7.278 0.34
H -6.453 2.232 -5.895 0.54
H -6.026 0.803 -4.970 0.43
H -7.201 1.748 -2.425 0.01
H -8.272 3.408 -3.876 0.05
H -10.235 1.669 -4.233 0.14
H -5.747 3.511 -2.479 0.42
H -6.203 4.390 -3.935 0.43
H -4.130 3.766 -4.484 0.23
H -4.126 2.423 -3.594 0.18
C -2.077 -0.663 -2.017 -0.81
N -2.420 0.678 -1.475 0.83
O -2.837 1.525 -2.237 -0.56
O -2.255 0.858 -0.284 -0.50
H -2.267 -0.659 -3.083 0.28
H -1.027 -0.842 -1.802 0.33
H -2.700 -1.382 -1.492 0.33
C -2.505 1.982 2.533 -0.38
N -1.652 2.179 3.735 0.92
O -0.821 3.070 3.701 -0.54
O -1.825 1.433 4.674 -0.55
H -2.231 2.719 1.790 0.02
H -2.332 0.973 2.176 0.28
H -3.539 2.102 2.843 0.29
C 2.045 -2.732 -4.301 -0.71
N 1.024 -1.989 -3.513 0.91
O 1.070 -2.058 -2.300 -0.56
O 0.199 -1.350 -4.134 -0.52
H 2.694 -3.242 -3.599 0.33
H 1.515 -3.424 -4.947 0.28
H 2.579 -2.002 -4.902 0.26
C 2.318 2.000 3.466 -0.76
N 3.674 2.198 2.883 0.92
O 4.017 3.325 2.606 -0.52
O 4.352 1.201 2.715 -0.55
H 1.834 2.964 3.552 0.34
H 1.776 1.338 2.797 0.27
H 2.445 1.529 4.436 0.30
C 6.242 -0.773 4.330 -0.62
N 7.138 -0.655 5.510 0.92
O 7.988 0.209 5.516 -0.54
O 6.968 -1.457 6.413 -0.53
H 6.511 -0.013 3.608 0.36
H 6.378 -1.775 3.938 0.17
H 5.221 -0.648 4.678 0.24
C -10.751 -2.207 -5.258 -0.56
N -11.838 -1.535 -4.493 0.92
O -11.817 -1.617 -3.284 -0.51
O -12.674 -0.934 -5.138 -0.55
H -10.085 -2.681 -4.548 0.27
H -11.224 -2.927 -5.919 0.31
H -10.234 -1.442 -5.830 0.11
C 4.672 -3.473 -8.515 -0.70
N 3.604 -2.673 -7.854 0.84
O 3.601 -1.474 -8.022 -0.51
O 2.798 -3.286 -7.179 -0.50
H 5.305 -2.794 -9.073 0.30
H 5.219 -3.987 -7.732 0.29
H 4.178 -4.192 -9.162 0.29
C 6.831 -5.002 5.746 -0.64
N 6.345 -4.594 4.398 0.89
O 6.997 -4.916 3.429 -0.54
O 5.320 -3.940 4.366 -0.50
H 7.748 -5.565 5.621 0.30
H 6.985 -4.088 6.314 0.22
H 6.047 -5.599 6.202 0.29
C -0.890 5.115 -0.323 -0.81
N -2.187 4.617 -0.861 0.93
O -2.338 4.607 -2.063 -0.51
O -3.010 4.257 -0.044 -0.53
H -0.262 5.399 -1.158 0.33
H -1.114 5.959 0.322 0.32
H -0.451 4.309 0.258 0.27
C 8.601 0.283 8.753 -0.69
N 9.466 0.274 9.964 0.87
O 10.346 1.101 10.053 -0.52
O 9.231 -0.588 10.791 -0.54
H 8.920 1.091 8.107 0.32
H 8.708 -0.679 8.264 0.27
H 7.577 0.414 9.090 0.29
C 10.404 -3.620 11.361 -0.66
N 10.300 -5.073 11.050 0.87
O 10.091 -5.394 9.897 -0.53
O 10.428 -5.844 11.977 -0.53
H 10.266 -3.064 10.443 0.28
H 9.631 -3.385 12.085 0.27
H 11.386 -3.449 11.792 0.29
```

Computed properties:
HOMO level ... -8.29 eV
SMILES ... CC(=O)OC(=O)C[PH2](S)CN.C[N+](=O)[O-].C[N+](=O)[O-].C[N+](=O)[O-].C[N+](=O)[O-].C[N+](=O)[O-].C[N+](=O)[O-].C[N+](=O)[O-].C[N+](=O)[O-].C[N+](=O)[O-].C[N+](=O)[O-].C[N+](=O)[O-]
Frontier orbital gap ... 0.2903 Ha
2S+1 ... 1
ΔE to the lowest compared entry with this formula, charge and spin ... 0.0 kJ/mol

---

No. 3
Density functional theory data (ωB97M-V with the def2-TZVPD basis set) for a molecular structure, C16H45N8O10P4Ti at a distorted geometry.

Geometry as XYZ:
```
84
Properties=species:S:1:pos:R:3:mulliken_charge:R:1
Ti 0.709 0.245 -1.532 1.06
C -0.576 -4.438 2.387 -1.05
N -0.503 -3.026 2.777 0.69
C -0.074 -2.857 4.162 -1.07
P -1.557 -2.016 2.020 0.01
O -1.569 -2.205 0.556 -0.93
O -1.014 -0.583 2.550 -0.05
P 0.159 0.378 2.023 -1.82
O 0.584 -0.040 0.662 2.70
N 1.419 0.311 3.050 0.56
C 1.326 0.779 4.432 -1.15
C 2.509 -0.642 2.834 -0.97
N -0.514 1.836 2.230 0.41
C 0.328 3.026 2.049 -0.78
C -1.910 2.083 1.848 -0.54
N -3.064 -2.101 2.632 0.20
C -4.244 -2.052 1.770 -0.92
C -3.341 -1.813 4.035 -0.98
H 0.418 -4.880 2.465 0.36
H -0.916 -4.528 1.358 0.27
H -1.257 -4.993 3.040 0.31
H 0.923 -3.283 4.282 0.32
H -0.742 -3.371 4.860 0.34
H -0.028 -1.805 4.430 0.24
H 0.466 1.430 4.564 0.33
H 2.227 1.338 4.692 0.36
H 1.242 -0.066 5.121 0.38
H 2.424 -1.110 1.858 0.19
H 2.478 -1.425 3.596 0.31
H 3.475 -0.139 2.902 0.34
H 1.340 2.836 2.404 0.31
H -0.094 3.838 2.641 0.39
H 0.367 3.318 0.998 -0.02
H -2.524 1.206 2.025 0.09
H -1.982 2.368 0.795 -0.08
H -2.296 2.898 2.461 0.40
H -3.956 -2.185 0.733 0.21
H -4.759 -1.094 1.881 0.31
H -4.937 -2.849 2.046 0.32
H -2.426 -1.701 4.610 0.21
H -3.928 -2.615 4.486 0.35
H -3.905 -0.880 4.125 0.34
N 1.549 -1.816 -1.302 -0.42
C 1.338 -2.862 -2.332 -0.80
C -0.144 -3.162 -2.505 -0.30
C -0.996 -2.030 -3.063 -0.58
N -1.149 -0.886 -2.126 -0.33
H 2.530 -1.758 -1.044 0.30
H 1.049 -2.099 -0.457 -0.21
H 1.865 -3.779 -2.059 0.41
H 1.762 -2.503 -3.272 0.38
H -0.556 -3.492 -1.546 -0.10
H -0.231 -4.004 -3.195 0.48
H -1.979 -2.423 -3.330 0.46
H -0.548 -1.644 -3.980 0.22
H -1.598 -1.221 -1.273 0.08
H -1.800 -0.237 -2.565 0.33
C 0.874 3.988 -3.792 -1.76
C -0.353 3.084 -3.834 0.88
O -1.387 3.681 -4.623 -0.58
P -1.044 2.908 -2.160 0.38
O -2.402 2.102 -2.249 -0.57
O -1.545 4.323 -1.659 -0.50
O -0.129 2.225 -1.204 -0.20
P -0.012 1.402 -4.542 0.80
O 0.844 1.685 -5.861 -0.58
O -1.358 0.862 -4.868 -0.88
O 0.936 0.690 -3.591 -0.53
H 0.563 5.029 -3.679 0.48
H 1.430 3.910 -4.726 0.39
H 1.539 3.725 -2.967 0.34
H -1.833 2.955 -5.090 0.42
H -2.982 2.363 -2.977 0.37
H -0.963 5.069 -1.847 0.36
H 0.313 1.589 -6.659 0.37
N 3.383 1.446 -2.403 -0.14
C 4.645 1.772 -2.093 -0.33
C 4.788 1.598 -0.734 -1.06
C 3.528 1.142 -0.311 -0.62
N 2.677 1.047 -1.329 0.71
H 2.928 1.357 -3.304 0.02
H 5.337 2.095 -2.852 0.47
H 5.665 1.775 -0.139 0.46
H 3.186 0.902 0.682 0.43
```

Computed properties:
HOMO level (spin up / spin down) ... -7.86 / -11.59 eV
Frontier orbital gap (spin up / spin down) ... 0.2281 / 0.3651 Ha
Net charge ... +1
<S²> ... 2.0033
2S+1 ... 3
ΔE to the lowest compared entry with this formula, charge and spin ... 16.9 kJ/mol

---

No. 4
Density functional theory data (ωB97M-V with the def2-TZVPD basis set) for 6 unconnected molecules or ions with the total composition C16H46N2O6 at a distorted geometry.

Geometry as XYZ:
```
70
Properties=species:S:1:pos:R:3:mulliken_charge:R:1
C 1.283 -2.381 -4.953 -0.98
C 2.428 -1.666 -5.664 -0.19
O 3.267 -1.067 -4.719 -0.51
H 0.755 -3.185 -5.466 0.37
H 0.592 -1.649 -4.535 0.23
H 1.705 -2.944 -4.121 0.26
H 2.130 -0.898 -6.378 0.28
H 2.950 -2.473 -6.178 0.25
H 4.095 -0.754 -5.090 0.28
C -0.810 -0.053 -0.012 -0.96
C 0.199 -1.141 -0.013 -0.16
O 1.026 -1.092 1.110 -0.50
H -1.325 0.062 -0.965 0.33
H -0.169 0.826 -0.081 0.20
H -1.594 0.002 0.744 0.30
H 0.785 -1.160 -0.932 0.26
H -0.255 -2.132 -0.026 0.25
H 1.912 -0.855 0.828 0.24
C 4.002 -6.968 0.475 -1.05
C 3.867 -5.486 0.877 -0.13
O 2.536 -5.318 1.399 -0.51
H 5.016 -7.194 0.146 0.33
H 3.370 -7.123 -0.400 0.28
H 3.678 -7.480 1.381 0.29
H 4.059 -4.864 0.002 0.28
H 4.656 -5.322 1.610 0.23
H 2.237 -4.418 1.251 0.28
C -2.102 5.100 4.266 -0.97
C -1.650 5.031 2.768 -0.12
O -2.640 5.798 2.121 -0.54
H -1.541 4.412 4.899 0.33
H -3.158 4.838 4.218 0.27
H -2.014 6.075 4.747 0.28
H -1.507 4.084 2.248 0.26
H -0.736 5.578 2.537 0.22
H -2.422 6.051 1.221 0.28
C -6.105 -2.212 -1.274 -1.45
C -6.123 -0.851 -0.603 0.49
C -5.954 0.264 -1.571 -0.75
O -5.867 1.506 -0.726 -0.29
C -5.982 2.798 -1.393 -0.74
N -7.355 -0.737 0.199 -0.78
H -5.281 -2.420 -1.956 0.37
H -6.986 -2.482 -1.857 0.32
H -6.122 -2.870 -0.405 0.34
H -5.324 -0.770 0.134 0.33
H -6.819 0.359 -2.227 0.32
H -5.108 0.284 -2.258 0.42
H -6.995 2.977 -1.753 0.29
H -5.277 2.953 -2.209 0.28
H -5.785 3.486 -0.570 0.24
H -8.102 -0.364 -0.370 0.26
H -7.200 0.056 0.805 0.33
C 5.032 1.274 -0.326 -1.44
C 5.082 1.279 1.226 0.33
C 3.956 2.204 1.797 -0.43
O 3.957 2.254 3.260 -0.37
C 2.767 2.862 3.774 -0.69
N 4.864 -0.171 1.529 -0.58
H 5.259 2.284 -0.666 0.35
H 4.131 0.819 -0.739 0.33
H 5.743 0.655 -0.873 0.43
H 6.047 1.456 1.700 0.36
H 3.061 1.752 1.368 0.13
H 4.119 3.237 1.489 0.35
H 2.029 2.083 3.584 0.29
H 2.441 3.778 3.281 0.27
H 2.829 3.010 4.852 0.29
H 5.400 -0.793 0.940 0.19
H 5.042 -0.195 2.523 0.23
```

Computed properties:
HOMO level ... -9.35 eV
SMILES ... COC[C@H](C)N.COC[C@H](C)N.CCO.CCO.CCO.CCO
Frontier orbital gap ... 0.3591 Ha
2S+1 ... 1
ΔE to the lowest compared entry with this formula, charge and spin ... 217.3 kJ/mol

---

no.,calculated total energy (eV)
1,-57978.163
2,-106482.552
3,-109998.571
4,-32598.724